DFT (ωB97M-V/def2-TZVPD) results for a molecular structure, C52H54AsBBrN5O4Ru.

Geometry as ORCA input:
```
! RIJCOSX wB97M-V def2-TZVPD def2/J DEFGRID3
* xyz -1 2
Ru -0.015 1.258 0.500
C -2.404 1.726 2.565
N -1.154 2.402 2.168
C -1.472 3.741 1.616
C -0.215 2.588 3.256
C -0.657 2.937 4.521
C 0.225 3.351 5.506
C 1.567 3.489 5.167
C 2.010 3.098 3.919
C 1.141 2.527 2.965
N 1.568 2.007 1.767
C 2.902 1.565 1.647
C 3.539 0.910 2.711
C 4.872 0.541 2.665
C 5.613 0.772 1.516
C 4.976 1.327 0.418
C 3.638 1.714 0.462
N 3.001 2.278 -0.662
C 2.179 1.331 -1.366
C 3.798 3.080 -1.562
H -3.039 2.380 3.169
H -2.173 0.825 3.123
H -2.970 1.458 1.678
H -2.079 4.300 2.335
H -2.008 3.659 0.673
H -0.553 4.288 1.438
H -1.715 2.912 4.749
H -0.132 3.606 6.495
H 2.268 3.908 5.879
H 3.050 3.230 3.651
H 2.949 0.686 3.592
H 5.335 0.073 3.525
H 6.657 0.491 1.458
H 5.524 1.438 -0.510
H 2.773 0.692 -2.031
H 1.420 1.850 -1.950
H 1.695 0.671 -0.630
H 4.414 2.480 -2.255
H 4.450 3.738 -0.988
H 3.128 3.696 -2.165
O -0.080 -0.123 3.303
B 0.086 -0.366 1.928
O -0.131 -1.727 1.710
C -0.464 -2.294 2.909
C -0.813 -3.593 3.190
C -1.137 -3.880 4.517
C -1.095 -2.896 5.501
C -0.733 -1.582 5.199
C -0.430 -1.313 3.884
H -0.839 -4.349 2.413
H -1.422 -4.889 4.785
H -1.345 -3.153 6.523
H -0.684 -0.810 5.956
Br 3.362 8.025 -2.870
C 2.757 6.777 -1.566
C 3.523 6.557 -0.435
N 3.158 5.682 0.500
C 2.028 4.996 0.309
C 1.195 5.170 -0.790
C 1.570 6.096 -1.750
C -0.099 4.396 -0.977
O -1.079 5.048 -1.338
O -0.047 3.146 -0.756
H 4.450 7.095 -0.274
H 1.779 4.271 1.076
H 0.942 6.262 -2.615
C -0.162 -2.741 -7.291
C -0.162 -2.648 -5.787
C 0.952 -2.200 -5.104
C 0.971 -2.089 -3.712
C 2.309 -1.711 -3.112
C -0.178 -2.390 -2.958
As -0.109 -1.820 -1.012
N -1.012 -0.244 -0.842
C -2.011 0.393 -1.583
C -2.692 1.486 -1.014
C -3.713 2.154 -1.663
C -4.137 1.738 -2.917
C -3.478 0.674 -3.511
C -2.429 0.025 -2.873
C -1.243 -3.273 -0.259
C -2.500 -3.139 0.349
C -3.214 -1.816 0.479
C -3.134 -4.269 0.864
C -2.550 -5.528 0.827
C -3.249 -6.731 1.408
C -1.282 -5.637 0.274
C -0.621 -4.534 -0.258
C 0.765 -4.738 -0.826
C -1.288 -2.932 -3.649
C -2.544 -3.405 -2.957
C -1.259 -3.046 -5.033
H 0.449 -1.949 -7.725
H -1.173 -2.659 -7.692
H 0.252 -3.700 -7.614
H 1.841 -1.918 -5.663
H 3.022 -2.516 -3.308
H 2.258 -1.554 -2.041
H 2.698 -0.808 -3.584
H -2.377 1.802 -0.036
H -4.186 3.004 -1.184
H -4.952 2.242 -3.422
H -3.771 0.346 -4.503
H -1.898 -0.754 -3.389
H -2.565 -1.068 0.934
H -4.110 -1.930 1.092
H -3.519 -1.423 -0.493
H -4.114 -4.158 1.319
H -4.183 -6.440 1.889
H -2.620 -7.225 2.152
H -3.478 -7.465 0.632
H -0.789 -6.606 0.261
H 1.115 -5.751 -0.630
H 1.471 -4.029 -0.386
H 0.777 -4.572 -1.907
H -2.973 -2.617 -2.339
H -2.336 -4.258 -2.313
H -3.289 -3.711 -3.692
H -2.136 -3.433 -5.544
*
```

Expectation value of S²: 0.76
E_LUMO (alpha / beta) (eV): 2.15 / 2.12
Gap between HOMO and LUMO (alpha / beta) (eV): 6.72 / 6.63

=====

DFT (ωB97M-V/def2-TZVPD) results for 16 unconnected molecules or ions with the total composition C42H123N7O23.

Geometry as ORCA input:
```
! RIJCOSX wB97M-V def2-TZVPD def2/J DEFGRID3
* xyz 1 2
O 16.945 31.132 13.625
H 16.044 31.387 13.822
H 17.414 31.961 13.530
O 12.515 33.989 17.160
H 12.369 34.196 18.083
H 13.187 34.610 16.878
O 15.407 28.982 14.528
H 14.959 28.225 14.905
H 14.827 29.721 14.713
O 12.949 32.016 7.457
H 13.444 31.794 6.668
H 13.571 32.494 8.004
O 13.666 28.132 12.099
H 13.224 27.287 12.178
H 13.467 28.585 12.919
O 11.923 31.392 16.700
H 12.160 32.280 16.968
H 10.990 31.321 16.901
O 14.266 35.847 16.469
H 14.587 36.570 17.008
H 14.519 36.083 15.576
O 16.344 28.389 11.970
H 15.396 28.352 12.100
H 16.460 28.309 11.023
O 17.728 29.026 16.020
H 17.035 29.372 16.582
H 18.429 28.783 16.626
C 11.003 34.629 28.323
O 11.100 34.716 26.889
C 9.818 34.500 26.300
C 10.095 34.495 24.775
N 10.602 33.220 24.239
C 10.443 33.178 22.788
C 10.941 31.851 22.246
O 12.316 31.852 21.939
C 12.728 30.671 21.267
H 10.767 35.511 28.919
H 12.013 34.411 28.668
H 10.458 33.761 28.692
H 9.169 35.331 26.578
H 9.439 33.531 26.624
H 10.802 35.318 24.670
H 9.198 34.842 24.262
H 11.587 33.115 24.433
H 11.010 33.982 22.320
H 9.378 33.228 22.564
H 10.374 31.644 21.339
H 10.735 30.945 22.815
H 13.816 30.615 21.314
H 12.437 30.605 20.218
H 12.492 29.751 21.801
C 14.382 20.808 16.178
O 14.851 21.995 15.615
C 15.616 22.796 16.569
C 16.186 24.082 15.943
N 15.128 25.085 15.528
C 14.538 25.728 16.738
C 13.249 26.510 16.394
O 13.517 27.817 15.818
C 12.392 28.416 15.218
H 15.046 20.019 15.824
H 13.379 20.767 15.754
H 14.339 20.756 17.265
H 16.345 22.172 17.085
H 14.974 22.980 17.430
H 16.845 23.815 15.117
H 16.846 24.511 16.697
H 14.443 24.599 14.966
H 15.287 26.375 17.193
H 14.301 24.941 17.455
H 12.850 26.778 17.372
H 12.555 25.875 15.843
H 11.592 28.531 15.950
H 12.131 27.793 14.362
H 12.593 29.366 14.725
C 16.829 34.519 19.480
O 18.128 34.546 19.925
C 18.478 33.401 20.699
C 18.191 33.392 22.217
N 19.220 33.981 23.074
C 19.297 35.434 22.841
C 20.519 35.857 21.957
O 21.688 35.225 22.425
C 22.788 35.411 21.552
H 16.147 34.786 20.287
H 16.440 33.678 18.906
H 16.878 35.390 18.826
H 19.510 33.127 20.477
H 17.849 32.621 20.270
H 18.107 32.364 22.571
H 17.262 33.849 22.560
H 20.164 33.716 22.830
H 19.421 35.900 23.818
H 18.323 35.781 22.496
H 20.655 36.938 21.988
H 20.216 35.692 20.923
H 22.526 35.027 20.566
H 23.781 35.055 21.826
H 22.926 36.457 21.279
C 14.157 31.370 11.105
O 14.368 31.269 12.531
C 13.660 32.293 13.209
C 14.403 32.664 14.538
N 14.551 31.560 15.461
C 15.415 31.929 16.626
C 15.171 30.997 17.836
O 15.725 29.684 17.585
C 15.381 28.896 18.671
H 14.866 30.727 10.582
H 14.357 32.379 10.744
H 13.157 31.073 10.790
H 12.624 32.021 13.415
H 13.511 33.251 12.710
H 13.828 33.450 15.027
H 15.355 33.118 14.260
H 13.667 31.353 15.904
H 15.152 32.932 16.962
H 16.444 31.930 16.266
H 14.103 30.955 18.046
H 15.508 31.447 18.770
H 15.854 29.197 19.606
H 15.666 27.872 18.428
H 14.322 28.994 18.909
C 19.368 32.214 17.353
O 19.082 32.270 15.954
C 19.387 33.590 15.510
C 18.327 34.030 14.451
N 18.403 33.261 13.215
C 17.602 33.966 12.179
C 17.799 33.438 10.766
O 17.569 32.031 10.544
C 17.432 31.609 9.198
H 18.776 32.861 18.001
H 20.421 32.054 17.585
H 19.171 31.197 17.691
H 20.412 33.762 15.182
H 19.191 34.376 16.238
H 18.574 35.051 14.159
H 17.365 34.151 14.949
H 19.389 33.308 13.006
H 17.855 35.025 12.116
H 16.573 33.731 12.450
H 18.820 33.680 10.470
H 17.166 33.988 10.070
H 17.183 30.549 9.142
H 18.334 31.710 8.595
H 16.652 32.198 8.716
C 11.451 30.632 3.312
O 12.029 30.227 4.536
C 11.571 28.984 5.120
C 12.458 28.277 6.223
N 12.383 29.122 7.456
C 13.308 28.560 8.425
C 14.710 29.126 8.391
O 15.498 28.402 9.260
C 15.861 27.090 8.804
H 11.799 31.658 3.197
H 10.368 30.654 3.433
H 11.703 29.945 2.504
H 11.598 28.305 4.268
H 10.520 29.108 5.384
H 13.471 28.198 5.830
H 12.151 27.241 6.371
H 12.535 30.110 7.309
H 13.276 27.477 8.309
H 12.981 28.681 9.458
H 14.711 30.172 8.699
H 15.073 28.950 7.378
H 16.215 27.019 7.775
H 15.013 26.408 8.868
H 16.707 26.704 9.372
C 11.670 27.194 20.255
O 10.311 27.059 19.894
C 9.708 28.332 19.689
C 8.209 28.217 19.363
N 7.769 29.583 19.128
C 6.275 29.653 19.167
C 5.582 28.775 18.122
O 5.504 27.397 18.560
C 5.432 26.453 17.545
H 12.068 26.187 20.128
H 11.777 27.372 21.325
H 12.348 27.863 19.725
H 10.204 28.943 18.935
H 9.773 29.005 20.544
H 7.698 27.736 20.197
H 7.923 27.660 18.470
H 8.011 30.159 19.922
H 6.016 30.686 18.932
H 5.849 29.393 20.136
H 6.192 28.793 17.219
H 4.552 29.091 17.955
H 4.630 26.684 16.845
H 5.153 25.517 18.030
H 6.359 26.270 17.001
*
```

Expectation value of S²: 0.76
E_LUMO (alpha / beta) (eV): -2.16 / -7.22
Gap between HOMO and LUMO (alpha / beta) (eV): 7.40 / 2.35

=====

DFT (ωB97M-V/def2-TZVPD) results for 4 unconnected molecules or ions with the total composition H6IO3.

Geometry as ORCA input:
```
! RIJCOSX wB97M-V def2-TZVPD def2/J DEFGRID3
* xyz -1 1
I 1.409 0.032 -1.876
O 1.419 -1.068 1.779
H 1.419 -0.883 0.794
H 1.249 -2.072 1.856
O -1.708 -1.763 -0.935
H -0.910 -1.248 -1.300
H -2.355 -1.050 -0.425
O -0.495 2.736 -0.285
H 0.287 2.171 -0.156
H -0.315 3.147 0.546
*
```

E_LUMO (eV): 3.58
Energy above the lowest of the compared OMol25 structures with the same formula, charge and spin (kJ/mol): 93.4
Gap between HOMO and LUMO (eV): 7.75

=====

DFT (ωB97M-V/def2-TZVPD) results for C2H4Cl2Si in the gas phase.

Geometry as ORCA input:
```
! RIJCOSX wB97M-V def2-TZVPD def2/J DEFGRID3
* xyz 0 3
C -0.660 -0.095 0.808
C -0.607 0.130 -0.752
Si 1.085 -0.183 -0.015
Cl 2.249 1.589 -0.015
Cl 2.222 -1.909 -0.021
H -0.997 0.836 1.264
H -1.441 -0.756 1.106
H -1.240 -0.726 -1.164
H -0.610 1.114 -1.210
*
```

Expectation value of S²: 2.01
E_LUMO (alpha / beta) (eV): 0.84 / -3.58
Gap between HOMO and LUMO (alpha / beta) (eV): 5.81 / 7.47

=====

DFT (ωB97M-V/def2-TZVPD) results for 2 unconnected molecules or ions with the total composition C5H12NO.

Geometry as ORCA input:
```
! RIJCOSX wB97M-V def2-TZVPD def2/J DEFGRID3
* xyz 1 1
C -1.287 -1.012 1.968
C -2.154 -0.369 0.895
C -1.358 0.176 -0.229
C -0.559 1.269 -0.124
N 0.658 1.230 -0.892
C 1.832 1.742 -0.868
H -1.696 -1.021 2.986
H -1.057 -2.066 1.745
H -0.322 -0.508 2.038
H -2.920 -1.081 0.579
H -2.758 0.381 1.425
H -1.634 -0.156 -1.236
H -0.779 2.053 0.587
H 0.634 0.318 -1.362
H 1.824 2.746 -0.442
H 2.630 1.168 -1.324
H 3.201 -1.624 -2.643
H 2.994 -1.963 -1.240
O 2.752 -1.284 -1.865
*
```

E_LUMO (eV): -5.03
Energy above the lowest of the compared OMol25 structures with the same formula, charge and spin (kJ/mol): 226.1
Gap between HOMO and LUMO (eV): 8.68

=====

Summary of E in eV
-204583.6876; -103049.2841; -14343.0144; -35057.9633; -8908.2862
(order as listed above)